Entry 1:
{"formula": "C4H13ClN2Si", "method": "ωB97M-V with the def2-TZVPD basis set", "gap_ev": 10.0, "e_homo_ev": -9.23, "smiles": "C[C@](N)(Cl)[Si](C)(C)N", "multiplicity": 1, "lumo_ev": 0.730, "de_lowest_kcal_mol": 25.02, "elements": ["C", "C", "N", "Cl", "Si", "C", "C", "N", "H", "H", "H", "H", "H", "H", "H", "H", "H", "H", "H", "H", "H"], "xyz": [[1.7812, -1.5273, 0.7612], [1.3802, -0.4548, -0.1375], [1.3230, -0.8791, -1.5030], [2.8268, 0.7404, 0.0228], [-0.4258, 0.5792, 0.2292], [-0.3309, 2.0654, -1.1284], [-2.0414, -0.3820, 0.0493], [-0.1423, 1.1560, 1.8366], [1.5811, -1.1917, 1.7751], [1.0501, -2.3392, 0.4564], [2.8875, -1.7634, 0.6392], [2.1709, -1.0119, -2.0008], [0.6394, -0.2766, -2.0045], [0.6483, 2.4259, -1.0832], [-0.4289, 1.6170, -2.1775], [-1.1073, 2.7386, -0.8646], [-1.8970, -1.3086, -0.5060], [-2.6215, -0.7264, 0.9517], [-2.7416, 0.1181, -0.6299], [0.7836, 1.2935, 2.1846], [-0.9794, 1.5395, 2.3906]]}

Entry 2:
{"formula": "C2H7N2", "method": "ωB97M-V with the def2-TZVPD basis set", "gap_ev": 12.0, "e_homo_ev": -15.64, "smiles": "CNC=[NH2+]", "multiplicity": 1, "lumo_ev": -3.651, "charge": 1, "de_lowest_kcal_mol": 0.73, "elements": ["C", "N", "C", "N", "H", "H", "H", "H", "H", "H", "H"], "xyz": [[0.9748, -0.2691, -1.3473], [0.2683, -0.4655, -0.0777], [-0.5253, 0.4358, 0.4208], [-1.1789, 0.3046, 1.5455], [2.0468, -0.3573, -1.1841], [0.8156, 0.7411, -1.6932], [0.6601, -1.0187, -2.0619], [0.4885, -1.2676, 0.4984], [-0.6396, 1.3429, -0.1611], [-1.1161, -0.4779, 2.1845], [-1.7944, 1.0317, 1.8761]]}

Entry 3:
{"formula": "C48H55N5OS2SbSeZn", "method": "ωB97M-V with the def2-TZVPD basis set", "gap_ev": 8.2, "e_homo_ev": -10.34, "multiplicity": 1, "lumo_ev": -2.188, "charge": 1, "de_lowest_kcal_mol": 27.31, "elements": ["Zn", "C", "C", "N", "C", "C", "C", "S", "N", "C", "O", "C", "C", "C", "C", "C", "C", "H", "H", "H", "H", "H", "H", "H", "H", "H", "H", "H", "H", "H", "H", "H", "S", "C", "C", "N", "C", "H", "H", "H", "C", "C", "C", "C", "C", "C", "Sb", "C", "C", "C", "C", "C", "C", "C", "C", "C", "C", "C", "C", "H", "H", "H", "H", "H", "H", "H", "H", "H", "H", "H", "H", "H", "H", "H", "C", "C", "C", "C", "N", "C", "Se", "N", "C", "C", "C", "C", "C", "C", "C", "C", "C", "C", "H", "H", "H", "H", "H", "H", "H", "H", "H", "H", "H", "H", "H", "H", "H", "H", "H", "H", "H", "H", "H", "H"], "xyz": [[0.6550, -0.5070, 0.1433], [6.3716, -0.4151, 2.3601], [6.0324, -1.0868, 1.0310], [4.7129, -1.6973, 1.0855], [4.6275, -3.1345, 1.2699], [4.8272, -3.6164, 2.7070], [3.6362, -0.9099, 1.0269], [2.1534, -1.5581, 1.6401], [3.7802, 0.3574, 0.6945], [2.9335, 1.1787, 0.1212], [1.8973, 0.8322, -0.5330], [3.2547, 2.6215, 0.1967], [4.3722, 3.0882, 0.8837], [4.6023, 4.4486, 0.9783], [3.7295, 5.3512, 0.3889], [2.6260, 4.8931, -0.3149], [2.3985, 3.5352, -0.4152], [7.3064, 0.1305, 2.2710], [6.4763, -1.1505, 3.1531], [5.5827, 0.2812, 2.6343], [6.7615, -1.8662, 0.8068], [6.0454, -0.3437, 0.2305], [5.3838, -3.5902, 0.6203], [3.6429, -3.4654, 0.9261], [5.8105, -3.3465, 3.0826], [4.7410, -4.7008, 2.7284], [4.0680, -3.1936, 3.3602], [5.0501, 2.3764, 1.3281], [5.4662, 4.8138, 1.5150], [3.9140, 6.4131, 0.4684], [1.9544, 5.5976, -0.7843], [1.5639, 3.1459, -0.9761], [-5.2326, -1.5467, 0.1450], [-4.5326, -1.3488, -1.4146], [-3.1809, -1.3776, -1.3215], [-2.6912, -1.5457, -0.0627], [-3.6480, -1.6399, 0.8011], [-5.1453, -1.2323, -2.2869], [-2.4850, -1.2711, -2.1383], [-3.4981, -1.7619, 1.8564], [3.1769, -6.3095, -2.2054], [2.5147, -5.4663, -3.0812], [1.6187, -4.5289, -2.5952], [1.3646, -4.4347, -1.2349], [2.0720, -5.2440, -0.3583], [2.9681, -6.1838, -0.8425], [-0.1845, -3.0834, -0.5665], [-0.4372, -4.0115, 1.3320], [-0.5035, -5.3986, 1.3723], [-0.5698, -6.0577, 2.5845], [-0.5822, -5.3340, 3.7666], [-0.5687, -3.9507, 3.7266], [-0.5017, -3.2903, 2.5106], [-1.8911, -4.0496, -1.4629], [-2.0566, -4.0737, -2.8356], [-3.2078, -4.6073, -3.3898], [-4.2032, -5.1091, -2.5691], [-4.0382, -5.0887, -1.1950], [-2.8881, -4.5539, -0.6452], [3.8585, -7.0575, -2.5834], [2.6893, -5.5390, -4.1449], [1.1094, -3.8628, -3.2806], [1.9158, -5.1541, 0.7091], [3.4948, -6.8243, -0.1496], [-0.4950, -5.9632, 0.4478], [-0.5963, -7.1369, 2.6062], [-0.6177, -5.8502, 4.7143], [-0.5936, -3.3839, 4.6452], [-0.4836, -2.2068, 2.4834], [-1.2892, -3.6738, -3.4854], [-3.3360, -4.6241, -4.4629], [-5.1101, -5.5077, -2.9975], [-4.8081, -5.4825, -0.5472], [-2.7730, -4.5212, 0.4290], [-3.7592, 4.1002, 1.6340], [-2.9097, 4.0709, 2.9022], [-1.7813, 3.0365, 2.8884], [-0.5423, 3.4254, 2.0751], [-0.8196, 3.6912, 0.6854], [-1.0770, 2.7704, -0.2583], [-1.3968, 0.9612, 0.0495], [-1.3103, 3.3861, -1.4359], [-1.6778, 2.7293, -2.6690], [-3.1444, 2.2800, -2.6904], [-4.1658, 3.4051, -2.5121], [-4.3382, 4.2758, -3.7517], [-1.2061, 4.7491, -1.2468], [-1.3588, 5.8383, -2.0992], [-1.2987, 7.0997, -1.5400], [-1.0570, 7.2879, -0.1781], [-0.8264, 6.2180, 0.6641], [-0.9077, 4.9424, 0.1160], [-4.7082, 4.5891, 1.8352], [-3.9589, 3.0905, 1.2818], [-3.2768, 4.6509, 0.8330], [-3.5626, 3.8277, 3.7413], [-2.4979, 5.0635, 3.0924], [-2.1671, 2.0860, 2.5146], [-1.4300, 2.8721, 3.9088], [0.1986, 2.6167, 2.1245], [-0.0874, 4.3278, 2.4876], [-1.0372, 1.8506, -2.7942], [-1.4813, 3.4193, -3.4896], [-3.2868, 1.5388, -1.8982], [-3.3198, 1.7867, -3.6482], [-3.8872, 4.0267, -1.6578], [-5.1306, 2.9509, -2.2795], [-3.4214, 4.8043, -3.9965], [-5.1202, 5.0112, -3.5810], [-4.6265, 3.6714, -4.6089], [-1.5241, 5.7180, -3.1580], [-1.4550, 7.9625, -2.1688], [-1.0502, 8.2913, 0.2205], [-0.6034, 6.3817, 1.7070]]}

Entry 4:
{"formula": "C3H7OS", "method": "ωB97M-V with the def2-TZVPD basis set", "gap_ev": [9.0, 5.5], "e_homo_ev": [-8.21, -8.07], "multiplicity": 2, "lumo_ev": [0.791, -2.575], "de_lowest_kcal_mol": 64.42, "s2": 0.75, "elements": ["C", "S", "H", "H", "H", "C", "C", "O", "H", "H", "H", "H"], "xyz": [[-1.1805, -0.9488, 1.4470], [-0.9401, -1.3373, -0.3067], [-1.8085, 0.0839, 1.5588], [-0.3696, -0.7431, 2.2336], [-1.5416, -1.8416, 1.9472], [0.2314, 2.0238, 0.0289], [1.3681, 1.4790, -0.3429], [1.6832, 0.3138, -0.8959], [-0.0290, 3.0556, -0.3078], [-0.4778, 1.4349, 0.5985], [2.4049, 1.8865, 0.0172], [0.8838, -0.3135, -0.7710]]}

Entry 5:
{"formula": "C21H28NO15P3S2W", "method": "ωB97M-V with the def2-TZVPD basis set", "gap_ev": 4.1, "e_homo_ev": -8.17, "multiplicity": 1, "lumo_ev": -4.035, "elements": ["W", "O", "C", "C", "C", "N", "C", "C", "C", "O", "O", "C", "O", "O", "H", "H", "H", "O", "P", "O", "O", "O", "P", "O", "O", "O", "H", "H", "C", "C", "C", "C", "P", "C", "C", "C", "C", "C", "C", "C", "C", "C", "C", "H", "H", "H", "H", "H", "H", "H", "H", "H", "H", "H", "H", "H", "H", "H", "H", "H", "H", "H", "H", "H", "H", "H", "O", "S", "O", "O", "S"], "xyz": [[-2.4014, -0.9799, 1.3502], [-6.4611, 3.7983, 0.2472], [-5.7369, 2.6578, 0.3723], [-4.8539, 2.1864, -0.6161], [-3.9700, 1.1825, -0.2393], [-4.1451, 0.4262, 0.8781], [-4.7192, 1.0902, 1.8690], [-5.6821, 2.0192, 1.6290], [-3.9586, 0.8486, 3.1685], [-4.3610, 1.1068, 4.2983], [-2.7267, 0.3128, 2.9184], [-2.6251, 0.9629, -0.8488], [-2.1260, 1.6206, -1.7509], [-1.8582, 0.2562, -0.0194], [-6.6709, 4.0834, -0.6663], [-4.7185, 2.7792, -1.5348], [-6.1323, 2.5309, 2.4630], [0.1839, -3.7669, 1.4615], [0.1062, -2.6922, 2.5579], [1.3166, -2.4365, 3.3131], [-0.5412, -1.2342, 2.2060], [-1.1641, -3.2211, 3.6003], [-2.6674, -3.7237, 3.1054], [-2.2624, -4.7801, 1.9489], [-3.5751, -4.2148, 4.1639], [-3.3095, -2.5197, 2.2654], [-0.5861, -3.6752, 0.7604], [-3.0015, -5.0695, 1.3740], [0.7873, 2.7070, -1.9486], [1.7168, 1.5458, -2.2802], [3.1106, 1.9508, -2.8297], [1.0881, 0.8298, -3.4945], [1.7214, 0.3480, -0.8334], [3.0539, -0.8141, -1.1445], [4.3884, -0.3613, -1.1158], [5.3982, -1.3529, -1.0808], [5.1135, -2.6913, -1.3955], [3.7901, -3.0647, -1.6788], [2.7738, -2.1703, -1.4559], [2.3368, 1.3703, 0.6550], [3.0362, 0.3854, 1.6616], [0.9731, 1.8295, 1.4009], [3.3906, 2.5501, 0.5466], [0.7048, 3.3469, -2.8381], [1.2006, 3.2817, -1.0390], [-0.2050, 2.3248, -1.6054], [3.0257, 2.8490, -3.4476], [3.5410, 1.1233, -3.4050], [3.7681, 2.2839, -2.0012], [1.1141, 1.4922, -4.3824], [-0.0241, 0.6079, -3.2872], [1.6833, -0.0657, -3.7600], [4.6300, 0.6916, -0.9998], [6.4517, -1.1309, -0.8181], [5.8835, -3.4855, -1.3928], [3.6295, -4.1206, -1.9107], [1.7677, -2.4393, -1.5498], [2.5564, -0.6098, 1.8500], [3.1113, 0.8287, 2.7071], [4.0829, 0.2449, 1.3603], [0.2492, 2.4108, 0.8141], [1.2432, 2.4595, 2.2452], [0.4510, 0.9269, 1.7539], [4.3653, 2.1945, 0.3390], [3.4558, 3.0704, 1.5274], [3.1121, 3.2920, -0.1312], [-2.1325, -2.2873, -2.3204], [-2.6925, -2.9947, -1.1460], [-1.8130, -2.6202, 0.0830], [-2.9015, -4.4286, -1.3083], [-4.2899, -1.8569, -0.6189]]}

Calculated maximum force (Eh/bohr), listed in the same order as above: 0.08206 0.01793 0.01935 0.09683 0.09019